No. 1
Density functional theory data (the ωB97M-V functional and the def2-TZVPD basis) for one molecule with the formula C20H22N2O5S.

Geometry as XYZ:
```
50
Properties=species:S:1:pos:R:3
C 0.685 1.647 -0.555
H 0.057 0.769 -0.381
O 0.064 2.845 -0.149
C -1.176 3.112 -0.767
C -2.380 2.747 0.126
N -2.457 1.341 0.413
C -3.036 0.407 -0.385
C -2.814 -0.842 0.185
C -2.080 -0.616 1.386
C -1.882 0.727 1.504
C -1.190 1.486 2.580
H -0.425 2.141 2.167
H -1.897 2.095 3.146
H -0.720 0.785 3.265
H -1.772 -1.360 2.092
C -3.208 -2.108 -0.394
O -4.111 -2.255 -1.193
C -2.408 -3.337 0.063
H -2.446 -4.075 -0.745
H -2.863 -3.758 0.964
O -1.060 -3.054 0.412
C -0.336 -2.423 -0.518
O -0.736 -2.175 -1.630
C 1.008 -2.034 -0.026
C 1.904 -1.500 -0.946
C 3.158 -1.063 -0.549
C 3.507 -1.150 0.805
C 2.616 -1.701 1.719
C 1.375 -2.146 1.313
H 0.687 -2.572 2.024
H 2.918 -1.774 2.752
S 5.087 -0.601 1.348
C 5.352 0.681 0.088
C 5.172 0.150 -1.318
O 5.929 0.412 -2.223
N 4.056 -0.602 -1.509
H 3.861 -0.861 -2.469
H 4.642 1.491 0.270
H 6.368 1.053 0.212
H 1.607 -1.439 -1.982
C -3.748 0.738 -1.643
H -4.076 -0.187 -2.108
H -3.108 1.279 -2.338
H -4.628 1.350 -1.438
H -2.292 3.293 1.067
H -3.295 3.063 -0.382
H -1.209 4.191 -0.954
H -1.243 2.587 -1.726
H 1.590 1.557 0.042
H 0.954 1.686 -1.617
```

Calculated values
net charge = 0
LUMO energy = 0.06 eV
energy = -45150.98713 eV
frontier orbital gap = 8.20 eV
energy relative to the best compared isomer or geometry (same formula, charge and spin) = 28.1 kJ/mol
SMILES string = COCCn1c(C)cc(C(=O)COC(=O)c2ccc3c(c2)NC(=O)CS3)c1C

Charges computed using Mulliken, reported in e:
1 C -0.5144
2 H 0.0422
3 O -0.4186
4 C -0.4148
5 C -1.1307
6 N 0.3062
7 C 0.3397
8 C 1.0032
9 C -0.4899
10 C 0.4200
11 C -1.8958
12 H 0.3654
13 H 0.3231
14 H 0.4088
15 H 0.5520
16 C 0.6172
17 O -0.6615
18 C -0.7438
19 H 0.3243
20 H 0.3553
21 O -0.3240
22 C 0.6720
23 O -0.6827
24 C -0.0389
25 C -0.6790
26 C 0.4701
27 C 0.7144
28 C -0.9930
29 C -0.5630
30 H 0.4834
31 H 0.4251
32 S -0.1505
33 C -0.4960
34 C 0.4250
35 O -0.6242
36 N -0.1451
37 H 0.2165
38 H 0.2703
39 H 0.3603
40 H 0.4296
41 C -1.8588
42 H 0.4186
43 H 0.2997
44 H 0.3405
45 H 0.4463
46 H 0.4186
47 H 0.4330
48 H 0.2948
49 H 0.2123
50 H 0.4365

No. 2
Density functional theory data (the ωB97M-V functional and the def2-TZVPD basis) for C20H22N3PtSSbSe4 as an isolated structure.

Geometry as XYZ:
```
52
Properties=species:S:1:pos:R:3
Pt -0.880 1.282 0.703
C -1.052 0.566 4.958
C -1.742 -0.639 5.034
C -2.187 -1.257 3.876
C -1.947 -0.691 2.617
C -1.242 0.524 2.541
C -0.816 1.139 3.712
C -2.369 -1.278 1.359
C -3.076 -2.472 1.241
C -3.411 -2.985 0.009
C -2.992 -2.292 -1.175
C -3.240 -2.767 -2.466
C -2.797 -2.085 -3.589
C -2.086 -0.898 -3.427
C -1.831 -0.397 -2.162
C -2.275 -1.069 -1.015
N -2.009 -0.571 0.233
H -0.710 1.062 5.860
H -1.937 -1.096 5.998
H -2.726 -2.195 3.955
H -0.305 2.094 3.650
H -3.364 -3.002 2.141
H -3.962 -3.914 -0.082
H -3.791 -3.697 -2.573
H -3.001 -2.475 -4.580
H -1.713 -0.350 -4.284
H -1.260 0.516 -2.052
Se -2.413 6.253 -1.250
Sb -2.567 3.830 -1.268
Se -0.076 2.917 -1.123
Se -2.389 3.098 1.226
Se 0.859 2.094 -3.109
C 3.215 -2.421 -1.451
C 2.788 -1.069 -2.008
N 3.134 0.035 -1.121
C 2.265 0.532 -0.224
S 0.929 -0.379 0.296
N 2.516 1.743 0.285
C 3.366 2.736 -0.344
C 4.823 2.677 0.117
H 2.935 -3.215 -2.146
H 2.713 -2.606 -0.501
H 4.295 -2.462 -1.290
H 1.711 -1.047 -2.178
H 3.271 -0.872 -2.966
H 3.801 0.693 -1.488
H 1.774 2.082 0.879
H 2.932 3.706 -0.101
H 3.265 2.641 -1.431
H 4.890 2.829 1.196
H 5.414 3.447 -0.380
H 5.272 1.706 -0.104
```

Calculated values
spin multiplicity = 3
net charge = -2
LUMO energy (alpha / beta) = 4.18 / 4.18 eV
energy = -307576.58698 eV
frontier orbital gap (alpha / beta) = 3.90 / 5.51 eV
energy relative to the best compared isomer or geometry (same formula, charge and spin) = 0.0 kJ/mol

Charges computed using Mulliken, reported in e:
1 Pt 1.3482
2 C -0.7489
3 C -0.7097
4 C -0.5092
5 C 1.1138
6 C -0.4469
7 C -0.3763
8 C 0.5692
9 C -0.6590
10 C -1.2585
11 C 1.3216
12 C -0.6957
13 C -0.4020
14 C -0.8378
15 C 0.0073
16 C -0.1181
17 N -0.5958
18 H 0.3506
19 H 0.3521
20 H 0.3031
21 H 0.3426
22 H 0.2656
23 H 0.3162
24 H 0.3175
25 H 0.3367
26 H 0.4244
27 H 0.0470
28 Se -0.7668
29 Sb 0.0112
30 Se -0.1228
31 Se -0.5373
32 Se -0.7201
33 C -1.1486
34 C -0.6459
35 N -0.0495
36 C 0.1248
37 S -0.3744
38 N 0.0169
39 C -0.7563
40 C -1.2237
41 H 0.3710
42 H 0.2742
43 H 0.3267
44 H 0.3346
45 H 0.4508
46 H 0.2664
47 H 0.2201
48 H 0.4833
49 H 0.4215
50 H 0.3277
51 H 0.3716
52 H 0.2869

No. 3
Density functional theory data (the ωB97M-V functional and the def2-TZVPD basis) for one molecule with the formula C20H22N4O4.

Geometry as XYZ:
```
50
Properties=species:S:1:pos:R:3
O 4.868 1.489 0.145
O 5.710 2.851 3.484
O 6.685 0.767 1.167
O 6.024 0.813 4.332
N -0.624 0.079 2.575
C 0.649 0.235 2.692
C 1.228 0.713 3.853
C 2.605 0.923 3.837
C 2.723 0.154 1.373
C 3.447 0.709 2.539
C 1.371 0.039 1.450
C 4.779 1.185 2.414
C 0.677 0.220 -0.768
C 0.033 1.430 -1.027
N 0.462 -0.262 0.563
N 5.492 1.191 1.177
N 5.633 1.600 3.452
C 1.567 -0.508 -1.785
C 0.243 2.006 -2.390
C -1.094 1.919 -0.073
C 1.377 -0.092 -3.262
C 1.433 1.492 -3.258
C -3.331 -1.337 1.678
C -4.106 -0.041 1.200
C -1.809 -1.499 1.209
C -3.072 1.173 1.193
C -0.985 -0.146 1.170
C -1.893 0.664 0.308
H 0.585 0.790 4.677
H 3.205 1.332 4.689
H 3.350 -0.211 0.498
H 1.330 -1.561 -1.608
H 2.637 -0.321 -1.691
H 0.589 3.040 -2.197
H -0.663 2.041 -2.987
H -0.738 2.649 0.709
H -1.801 2.489 -0.741
H 0.442 -0.424 -3.645
H 2.094 -0.593 -3.858
H 2.443 1.741 -2.856
H 1.322 1.843 -4.236
H -3.395 -1.326 2.774
H -3.964 -2.171 1.245
H -4.551 -0.284 0.225
H -4.917 0.295 1.911
H -1.664 -1.922 0.203
H -1.339 -2.350 1.788
H -3.504 1.977 0.702
H -2.877 1.504 2.180
H -2.214 0.157 -0.567
```

Calculated values
net charge = 0
LUMO energy = -1.78 eV
energy = -35237.36982 eV
frontier orbital gap = 6.43 eV
energy relative to the best compared isomer or geometry (same formula, charge and spin) = 1184.1 kJ/mol
SMILES string = O=[N+]([O-])C(=c1ccc2c(c1)N1C3=C(CCCC3)C[C@@H]3CCCC[C@]31N=2)[N+](=O)[O-]

Charges computed using Mulliken, reported in e:
1 O -0.5417
2 O -0.5300
3 O -0.5778
4 O -0.5107
5 N -0.6759
6 C 0.2186
7 C -0.9457
8 C -0.8357
9 C -1.1125
10 C 0.4824
11 C 1.2918
12 C 0.0361
13 C -0.2236
14 C 0.9171
15 N 0.3893
16 N 0.9347
17 N 0.9109
18 C -0.6208
19 C -0.7352
20 C -1.4582
21 C -1.1296
22 C -0.8609
23 C -0.5901
24 C -0.6303
25 C -1.3565
26 C -1.2731
27 C 0.6318
28 C 0.4070
29 H 0.5505
30 H 0.3771
31 H 0.4335
32 H 0.3058
33 H 0.1846
34 H 0.2548
35 H 0.3403
36 H 0.2052
37 H 0.4493
38 H 0.3893
39 H 0.4707
40 H 0.3112
41 H 0.4460
42 H 0.3422
43 H 0.3331
44 H 0.3503
45 H 0.3306
46 H 0.4506
47 H 0.3142
48 H 0.4855
49 H 0.4742
50 H 0.5894

No. 4
Density functional theory data (the ωB97M-V functional and the def2-TZVPD basis) for one molecule with the formula C20H22N4O4S.

Geometry as XYZ:
```
51
Properties=species:S:1:pos:R:3
C -1.040 -2.223 -2.451
H -0.590 -1.244 -2.585
H -0.723 -2.869 -3.266
H -2.124 -2.137 -2.476
C -0.583 -2.813 -1.123
N -1.033 -1.983 -0.011
S 0.035 -0.719 0.346
O 0.824 -0.457 -0.825
O 0.741 -1.017 1.561
C -1.090 0.664 0.558
C -2.196 0.648 -0.271
C -3.146 1.659 -0.201
C -2.980 2.672 0.753
C -1.889 2.676 1.585
C -0.892 1.690 1.482
N 0.124 1.717 2.420
N 1.328 1.592 2.205
C 1.921 1.617 0.964
C 1.526 2.457 -0.067
C 2.221 2.512 -1.271
C 3.296 1.679 -1.493
C 3.735 0.811 -0.454
N 4.792 0.021 -0.732
C 5.215 -0.792 0.199
C 4.636 -0.879 1.475
C 3.560 -0.083 1.774
C 3.075 0.801 0.794
H 3.066 -0.121 2.732
H 5.038 -1.571 2.199
H 6.061 -1.413 -0.068
O 3.960 1.669 -2.658
H 4.655 0.992 -2.569
H 1.904 3.185 -2.052
H 0.683 3.117 0.080
H -1.757 3.457 2.317
H -3.731 3.443 0.817
O -4.253 1.741 -0.981
C -4.451 0.754 -1.967
H -4.568 -0.239 -1.521
H -5.371 1.031 -2.478
H -3.626 0.734 -2.686
H -2.283 -0.179 -0.952
C -1.450 -2.702 1.183
C -2.223 -1.801 2.136
H -3.045 -1.310 1.620
H -1.567 -1.044 2.556
H -2.625 -2.400 2.949
H -0.577 -3.114 1.706
H -2.092 -3.527 0.861
H -1.001 -3.814 -0.997
H 0.510 -2.891 -1.117
```

Calculated values
net charge = 0
LUMO energy = -0.24 eV
energy = -46080.34968 eV
frontier orbital gap = 7.31 eV
energy relative to the best compared isomer or geometry (same formula, charge and spin) = 405.4 kJ/mol
SMILES string = CCN(CC)S(=O)(=O)c1cc(OC)ccc1/N=N\c1ccc(O)c2ncccc12

Charges computed using Mulliken, reported in e:
1 C -1.1842
2 H 0.2538
3 H 0.4577
4 H 0.2734
5 C -0.5040
6 N 0.3350
7 S 0.9753
8 O -0.6286
9 O -0.6316
10 C 0.6532
11 C -0.6533
12 C 0.8238
13 C -0.8131
14 C -0.3750
15 C -0.3738
16 N -0.7219
17 N -0.2691
18 C -0.1735
19 C -0.1255
20 C -1.1393
21 C 0.3002
22 C 1.2021
23 N -0.7928
24 C -0.4729
25 C -0.6173
26 C -0.6867
27 C 1.0158
28 H 0.4855
29 H 0.4058
30 H 0.4193
31 O -0.6651
32 H 0.4113
33 H 0.4236
34 H 0.4238
35 H 0.4546
36 H 0.4633
37 O -0.5047
38 C -0.7156
39 H 0.2796
40 H 0.2709
41 H 0.2977
42 H 0.4332
43 C -0.4952
44 C -1.0977
45 H 0.2533
46 H 0.2941
47 H 0.4663
48 H 0.3042
49 H 0.4636
50 H 0.5245
51 H 0.2761

Question: Which of these has the lowest energy relative to the best compared isomer or geometry (same formula, charge and spin)?
Answer: C20H22N3PtSSbSe4

Question: What is the formula in the first record?
Answer: C20H22N2O5S

Question: Which value of energy does entry 3 give?
Answer: -35237.36982 eV

What did the second record say?
Density functional theory data (the ωB97M-V functional and the def2-TZVPD basis) for C20H22N3PtSSbSe4 as an isolated structure.

Geometry as XYZ:
```
52
Properties=species:S:1:pos:R:3
Pt -0.880 1.282 0.703
C -1.052 0.566 4.958
C -1.742 -0.639 5.034
C -2.187 -1.257 3.876
C -1.947 -0.691 2.617
C -1.242 0.524 2.541
C -0.816 1.139 3.712
C -2.369 -1.278 1.359
C -3.076 -2.472 1.241
C -3.411 -2.985 0.009
C -2.992 -2.292 -1.175
C -3.240 -2.767 -2.466
C -2.797 -2.085 -3.589
C -2.086 -0.898 -3.427
C -1.831 -0.397 -2.162
C -2.275 -1.069 -1.015
N -2.009 -0.571 0.233
H -0.710 1.062 5.860
H -1.937 -1.096 5.998
H -2.726 -2.195 3.955
H -0.305 2.094 3.650
H -3.364 -3.002 2.141
H -3.962 -3.914 -0.082
H -3.791 -3.697 -2.573
H -3.001 -2.475 -4.580
H -1.713 -0.350 -4.284
H -1.260 0.516 -2.052
Se -2.413 6.253 -1.250
Sb -2.567 3.830 -1.268
Se -0.076 2.917 -1.123
Se -2.389 3.098 1.226
Se 0.859 2.094 -3.109
C 3.215 -2.421 -1.451
C 2.788 -1.069 -2.008
N 3.134 0.035 -1.121
C 2.265 0.532 -0.224
S 0.929 -0.379 0.296
N 2.516 1.743 0.285
C 3.366 2.736 -0.344
C 4.823 2.677 0.117
H 2.935 -3.215 -2.146
H 2.713 -2.606 -0.501
H 4.295 -2.462 -1.290
H 1.711 -1.047 -2.178
H 3.271 -0.872 -2.966
H 3.801 0.693 -1.488
H 1.774 2.082 0.879
H 2.932 3.706 -0.101
H 3.265 2.641 -1.431
H 4.890 2.829 1.196
H 5.414 3.447 -0.380
H 5.272 1.706 -0.104
```

Calculated values
spin multiplicity = 3
net charge = -2
LUMO energy (alpha / beta) = 4.18 / 4.18 eV
energy = -307576.58698 eV
frontier orbital gap (alpha / beta) = 3.90 / 5.51 eV
energy relative to the best compared isomer or geometry (same formula, charge and spin) = 0.0 kJ/mol

Charges computed using Mulliken, reported in e:
1 Pt 1.3482
2 C -0.7489
3 C -0.7097
4 C -0.5092
5 C 1.1138
6 C -0.4469
7 C -0.3763
8 C 0.5692
9 C -0.6590
10 C -1.2585
11 C 1.3216
12 C -0.6957
13 C -0.4020
14 C -0.8378
15 C 0.0073
16 C -0.1181
17 N -0.5958
18 H 0.3506
19 H 0.3521
20 H 0.3031
21 H 0.3426
22 H 0.2656
23 H 0.3162
24 H 0.3175
25 H 0.3367
26 H 0.4244
27 H 0.0470
28 Se -0.7668
29 Sb 0.0112
30 Se -0.1228
31 Se -0.5373
32 Se -0.7201
33 C -1.1486
34 C -0.6459
35 N -0.0495
36 C 0.1248
37 S -0.3744
38 N 0.0169
39 C -0.7563
40 C -1.2237
41 H 0.3710
42 H 0.2742
43 H 0.3267
44 H 0.3346
45 H 0.4508
46 H 0.2664
47 H 0.2201
48 H 0.4833
49 H 0.4215
50 H 0.3277
51 H 0.3716
52 H 0.2869